Density functional theory data (wB97M-V/def2-TZVPD) for a 8-piece molecular cluster, C22H63ClN5O11 overall.

```
102
Properties=species:S:1:pos:R:3:forces:R:3:lowdin_charge:R:1
Cl 0.088 0.054 -1.257 0.6 -0.9 0.4 0.6540
O 0.258 1.121 -2.212 -1.1 0.2 -1.5 -0.3624
O -1.021 0.355 -0.373 0.1 -0.3 -0.5 -0.3535
O -0.066 -1.283 -1.860 -0.6 1.5 0.0 -0.3613
O 1.326 0.054 -0.561 1.0 -0.4 1.4 -0.3474
C -1.031 1.523 -5.708 -0.2 0.7 -1.0 -0.1886
O -1.476 1.132 -4.471 -0.2 -0.3 1.0 -0.1411
H -1.921 1.747 -6.295 0.1 -0.1 -0.4 0.0755
H -0.473 2.457 -5.636 0.3 0.1 -0.2 0.0797
H -0.429 0.754 -6.194 0.1 0.0 -0.2 0.0788
H -0.728 1.231 -3.877 0.0 -0.3 1.0 0.0370
C 1.637 3.776 0.912 0.0 1.2 1.0 -0.2287
O 2.454 2.775 0.386 0.2 -0.1 -0.4 -0.1438
H 0.834 3.463 1.579 -0.2 -0.6 -0.2 0.0545
H 2.271 4.385 1.558 0.2 0.0 0.1 0.0450
H 1.209 4.506 0.225 0.0 -0.3 -0.6 0.0614
H 2.084 2.371 -0.402 -0.4 -0.2 0.0 0.0539
C -1.585 -3.302 3.537 -0.8 0.1 -0.2 -0.0706
C -1.217 -2.369 2.390 0.5 0.1 -0.3 -0.4279
C -1.918 -2.666 1.057 0.5 -1.2 0.9 -0.1770
O -1.613 -4.055 0.750 -0.2 1.5 -0.4 -0.1764
C -1.993 -4.321 -0.573 0.1 -0.9 0.0 -0.1375
N -1.418 -0.965 2.764 -0.5 -0.5 -0.3 0.0619
H -1.343 -2.849 4.498 0.5 -0.1 -0.1 0.0703
H -1.188 -4.311 3.422 0.3 0.2 0.1 0.0694
H -2.666 -3.437 3.574 -0.3 0.0 -0.1 0.0667
H -0.152 -2.495 2.198 0.2 0.0 -0.1 0.1314
H -1.605 -1.970 0.279 0.5 -0.2 -0.2 0.0891
H -2.995 -2.509 1.118 -0.4 -0.3 0.3 0.1097
H -1.567 -5.288 -0.841 0.0 -0.1 0.0 0.0812
H -1.626 -3.598 -1.302 0.0 0.3 0.1 0.0699
H -3.078 -4.416 -0.631 -0.3 0.2 -0.2 0.0809
H -1.344 -0.469 1.887 0.5 0.7 -0.2 0.0378
H -2.413 -0.888 2.920 -0.5 0.2 0.6 0.0615
C -2.459 -2.105 -4.783 0.0 -0.4 1.8 -0.0640
C -3.692 -1.451 -4.069 0.0 -0.8 -0.7 -0.4014
C -3.556 -1.154 -2.536 -0.2 -0.1 -1.7 -0.1651
O -4.781 -0.628 -1.994 0.4 -0.5 0.7 -0.1775
C -4.841 -0.730 -0.548 0.6 0.0 -0.9 -0.0926
N -4.078 -0.278 -4.840 0.0 0.7 0.0 0.0319
H -2.678 -2.312 -5.830 0.0 0.5 -0.1 0.0648
H -2.242 -3.089 -4.368 -0.1 -0.2 0.3 0.0592
H -1.549 -1.535 -4.596 0.0 0.3 -0.5 0.0630
H -4.470 -2.194 -4.241 -0.5 0.0 0.5 0.1160
H -2.725 -0.451 -2.473 0.0 0.2 0.6 0.1064
H -3.263 -2.105 -2.092 -0.1 0.0 0.5 0.1025
H -5.670 -0.146 -0.148 0.0 0.1 -0.4 0.0807
H -3.914 -0.376 -0.097 0.1 0.3 0.0 0.0688
H -4.954 -1.762 -0.217 -0.1 -0.3 -0.2 0.0678
H -3.352 0.406 -4.680 0.1 0.6 0.6 0.0317
H -3.845 -0.485 -5.801 -0.5 -0.3 -0.5 0.0468
C -2.729 3.212 0.902 -0.4 -1.0 0.1 -0.0664
C -3.071 3.690 2.314 0.5 -0.3 -0.8 -0.4602
C -1.917 3.779 3.298 0.3 -1.1 0.7 -0.2167
O -2.403 4.231 4.606 0.9 0.3 -1.6 -0.2249
C -1.356 4.488 5.539 0.2 -0.1 0.0 -0.3909
N -3.712 4.968 2.064 -0.3 0.5 1.4 0.0152
H -3.646 3.344 0.327 0.0 0.2 -0.1 0.0710
H -2.499 2.157 0.754 0.5 0.0 0.4 0.0496
H -1.955 3.823 0.438 0.1 0.0 0.1 0.0739
H -3.814 3.090 2.839 -0.2 -0.4 -0.4 0.1322
H -1.026 4.255 2.890 -0.2 1.3 0.2 0.0943
H -1.474 2.794 3.447 -0.3 -0.6 0.1 0.1136
H -1.386 5.514 5.908 -0.3 0.1 0.1 0.0242
H -0.347 4.375 5.143 0.0 -0.1 -0.5 0.0155
H -1.404 3.785 6.370 -0.2 0.0 0.2 0.0376
H -3.657 5.277 3.024 -0.7 1.3 0.3 0.0462
H -3.067 5.571 1.573 0.3 0.1 -0.2 0.0526
C 1.634 0.098 2.961 1.0 -1.2 1.2 -0.0593
C 3.133 0.438 3.253 -0.2 0.5 -2.1 -0.4042
C 3.946 -0.564 4.088 -1.4 1.0 1.1 -0.2516
O 3.808 -1.913 3.721 1.0 -0.3 0.2 -0.1827
C 4.049 -2.849 4.793 -1.5 0.7 -1.3 -0.1055
N 3.743 0.576 1.905 -0.3 -0.5 -0.3 0.0274
H 1.066 0.581 2.166 0.6 0.8 0.1 0.0557
H 1.049 0.140 3.880 -0.1 -0.1 -0.1 0.0566
H 1.688 -0.932 2.607 -0.3 -0.3 0.2 0.0656
H 3.235 1.446 3.654 -0.3 -0.2 1.1 0.0993
H 3.586 -0.476 5.113 -0.4 0.1 0.4 0.0946
H 4.949 -0.150 4.187 0.6 -0.5 -0.6 0.1083
H 3.425 -2.537 5.630 0.2 0.0 0.4 0.0739
H 5.084 -3.014 5.093 0.2 0.2 -0.2 0.0742
H 3.584 -3.747 4.385 0.4 -0.3 0.3 0.0813
H 4.409 1.334 1.868 0.3 0.1 0.3 0.0484
H 2.970 0.949 1.372 0.2 -0.1 -0.6 0.0064
C 5.371 -2.298 -2.787 1.2 0.7 0.4 -0.0764
C 4.117 -1.523 -2.413 0.5 0.0 -1.7 -0.4594
C 3.346 -1.100 -3.724 1.0 0.5 1.4 -0.1682
O 4.024 -0.072 -4.439 0.3 0.4 -0.6 -0.1951
C 4.399 1.151 -3.800 -0.5 0.0 -0.1 -0.1112
N 3.345 -2.411 -1.637 -1.1 -0.2 0.8 0.0480
H 5.902 -2.658 -1.905 -0.4 -0.2 0.4 0.0718
H 6.168 -1.722 -3.256 -0.3 0.2 -0.6 0.0668
H 5.120 -3.170 -3.391 0.0 0.0 -0.2 0.0721
H 4.270 -0.655 -1.771 0.5 0.2 -0.3 0.1382
H 2.313 -0.831 -3.505 -0.1 0.4 0.3 0.1054
H 3.279 -1.987 -4.354 0.3 0.1 -0.4 0.1157
H 5.375 1.136 -3.315 0.0 -0.5 0.3 0.0762
H 3.653 1.559 -3.118 -0.2 -0.4 0.3 0.0853
H 4.498 1.939 -4.546 -0.1 -0.3 -0.5 0.0719
H 2.465 -1.919 -1.582 -0.8 -0.7 0.7 0.0416
H 3.235 -3.293 -2.117 -0.4 -0.1 -0.1 0.0700
```
Positions in Å, forces in eV/Å.

Orbital gap (spin up / spin down) (eV): 1.39 / 8.22
Charge: -2
2S+1: 2
Calculated total energy (eV): -66318.33541
LUMO energy (spin up / spin down) (eV): 4.12 / 4.08

Density functional theory data (wB97M-V/def2-TZVPD) for C29H17BrCuIN5OTe as an isolated structure.

```
56
Properties=species:S:1:pos:R:3:forces:R:3:nbo_charge:R:1
Cu 2.187 0.727 0.307 -0.1 0.1 0.1 0.8779
Br -4.136 -2.435 5.685 0.0 0.0 0.0 -0.0452
C -4.352 -1.729 3.921 0.0 0.0 0.0 -0.1650
C -5.008 -2.481 2.953 0.0 0.0 0.0 -0.2466
C -5.166 -1.966 1.685 0.0 0.0 0.0 -0.2813
C -4.674 -0.685 1.315 0.0 0.0 0.0 0.2072
C -4.003 0.045 2.336 0.0 0.0 0.0 -0.3215
C -3.855 -0.472 3.610 0.0 0.0 0.0 -0.2172
N -4.973 -0.252 0.063 0.0 0.0 0.0 -0.4075
N -4.403 0.828 -0.468 0.0 0.0 0.0 -0.3092
C -3.056 1.114 -0.260 0.0 0.0 0.0 0.0489
C -2.674 2.447 -0.257 0.0 0.0 0.0 -0.2111
C -1.352 2.877 -0.091 0.0 0.0 0.0 -0.3165
C -0.295 1.987 0.060 0.0 0.0 0.0 0.3132
O 0.952 2.340 0.233 0.0 0.0 0.0 -0.8817
C -0.649 0.595 -0.017 0.0 0.0 0.0 0.1568
N 0.396 -0.280 0.046 0.0 0.0 0.0 -0.5541
C 0.176 -1.566 -0.076 0.0 0.0 0.0 0.0648
C -1.105 -2.093 -0.289 0.0 0.0 0.0 -0.3039
C -2.175 -1.238 -0.342 0.0 0.0 0.0 -0.1095
C -1.990 0.151 -0.182 0.0 0.0 0.0 -0.1226
H -5.393 -3.464 3.196 0.0 0.0 0.0 0.2029
H -5.689 -2.536 0.926 0.0 0.0 0.0 0.2042
H -3.609 1.028 2.122 0.0 0.0 0.0 0.2249
H -3.344 0.109 4.368 0.0 0.0 0.0 0.2073
H -3.466 3.180 -0.366 0.0 0.0 0.0 0.2003
H -1.131 3.939 -0.076 0.0 0.0 0.0 0.1874
H 1.047 -2.210 -0.019 0.0 0.0 0.0 0.1915
H -1.234 -3.161 -0.408 0.0 0.0 0.0 0.2077
H -3.174 -1.612 -0.515 0.0 0.0 0.0 0.2346
I 4.807 6.748 -3.777 0.0 0.0 0.0 0.0546
C 3.322 6.315 -2.329 0.0 0.0 0.0 0.1139
C 2.564 7.368 -1.842 0.0 0.0 0.0 -0.3146
C 1.601 7.055 -0.894 0.0 0.0 0.0 -0.1728
C 1.454 5.737 -0.496 0.0 0.0 0.0 -0.2451
C 2.272 4.765 -1.058 -0.1 0.1 0.1 0.0561
N 3.204 5.060 -1.973 0.0 0.0 0.0 -0.4475
H 2.724 8.378 -2.189 0.0 0.0 0.0 0.2188
H 0.978 7.835 -0.475 0.0 0.0 0.0 0.2084
H 0.722 5.435 0.240 0.0 0.0 0.0 0.2361
H 2.130 3.737 -0.734 0.2 -0.1 -0.2 0.2755
Te 4.619 1.099 0.879 0.0 0.0 0.0 -0.2404
N 2.843 -8.249 -2.282 0.0 0.0 0.0 -0.3818
C 2.950 -7.157 -1.930 0.0 0.0 0.0 0.3081
C 3.097 -5.803 -1.490 0.0 0.0 0.0 -0.2471
C 3.091 -5.498 -0.126 0.0 0.0 0.0 -0.1741
C 3.253 -4.198 0.298 0.0 0.0 0.0 -0.1602
C 3.430 -3.146 -0.626 0.0 0.0 0.0 -0.0593
C 3.418 -3.470 -1.998 0.0 0.0 0.0 -0.2020
C 3.256 -4.771 -2.420 0.0 0.0 0.0 -0.1569
C 3.616 -1.820 -0.194 0.0 0.0 0.1 -0.2294
C 3.806 -0.675 0.203 0.0 0.0 0.0 -0.3458
H 2.958 -6.293 0.597 0.0 0.0 0.0 0.2149
H 3.246 -3.963 1.354 0.0 0.0 0.0 0.2160
H 3.536 -2.673 -2.719 0.0 0.0 0.0 0.2232
H 3.250 -5.002 -3.478 0.0 0.0 0.0 0.2145
```
Positions in Å, forces in eV/Å.

Orbital gap (spin up / spin down) (eV): 3.72 / 4.54
Charge: -2
Energy above the lowest of the compared OMol25 structures with the same formula, charge and spin (kJ/mol): 29.6
2S+1: 2
Calculated total energy (eV): -169922.11178
LUMO energy (spin up / spin down) (eV): 3.26 / 3.26

Density functional theory data (wB97M-V/def2-TZVPD) for C50H54AsN8O2W as an isolated structure.

```
116
Properties=species:S:1:pos:R:3:forces:R:3:lowdin_charge:R:1
W -0.870 1.506 -0.807 0.4 0.8 1.1 1.6339
O -2.408 -0.658 -3.669 -0.7 -0.6 -0.6 0.0468
C -1.435 -0.190 -3.112 0.3 0.5 0.2 -0.4761
N -1.299 1.111 -2.775 -0.3 0.0 -0.8 -0.1170
C -2.193 2.025 -3.484 0.1 -0.1 0.3 -0.1276
C -3.108 2.689 -2.504 0.1 -0.1 -0.1 -0.2491
C -4.173 3.479 -2.905 0.0 0.0 -0.2 -0.0072
C -5.034 3.983 -1.955 -0.1 0.1 0.0 -0.0352
C -4.829 3.628 -0.631 -0.1 0.0 0.1 -0.0308
C -3.741 2.846 -0.308 -0.1 0.0 0.1 -0.1159
N -2.846 2.430 -1.216 -0.5 0.2 -0.4 -0.0173
C -0.260 -1.102 -2.877 -0.5 -0.2 0.0 -0.0852
C -0.255 -2.341 -3.493 -0.2 -0.2 -0.2 0.0338
C 0.840 -3.175 -3.402 -0.2 -0.1 -0.1 -0.0149
C 1.923 -2.758 -2.651 0.3 0.0 0.1 -0.0068
C 1.872 -1.537 -2.035 0.3 -0.2 0.0 -0.0152
N 0.799 -0.727 -2.160 0.5 -0.2 0.4 -0.0356
H -2.786 1.496 -4.220 -0.2 -0.1 -0.2 0.1270
H -1.584 2.768 -3.996 0.1 0.1 0.0 0.1144
H -4.322 3.669 -3.963 0.0 0.0 0.1 0.1306
H -5.873 4.608 -2.243 0.1 -0.1 0.0 0.1201
H -5.508 3.944 0.149 0.0 0.0 0.0 0.1159
H -3.586 2.510 0.702 0.1 0.0 0.1 0.1065
H -1.140 -2.602 -4.056 0.1 0.0 0.0 0.1311
H 0.856 -4.136 -3.900 -0.1 0.0 0.0 0.1253
H 2.792 -3.390 -2.514 0.0 0.1 0.0 0.1290
H 2.658 -1.153 -1.403 0.0 0.0 0.0 0.1291
C -0.592 4.797 -0.726 0.1 -0.1 -0.1 -0.1673
N -0.592 3.446 -0.168 -0.1 -0.3 -0.1 -0.1731
C -1.203 3.294 1.029 0.3 0.1 -0.1 -0.1670
C -1.078 2.040 1.611 0.5 -0.1 0.2 -0.3378
C -1.445 1.486 2.921 -0.2 -0.1 -0.1 -0.0229
C -0.651 0.437 3.171 0.0 0.0 -0.1 -0.0478
C 0.358 0.305 2.048 0.0 -0.2 -0.1 -0.4363
N -0.189 1.148 1.005 0.1 0.0 0.1 -0.1998
C 0.142 4.937 -2.030 0.0 0.0 0.0 -0.2205
C -0.568 5.065 -3.218 0.0 0.0 -0.1 -0.0649
C 0.093 5.251 -4.426 0.0 0.0 0.0 -0.0802
C 1.477 5.330 -4.449 0.0 0.0 0.0 -0.0797
C 2.194 5.218 -3.263 0.0 0.0 0.0 -0.0789
C 1.529 5.017 -2.061 0.1 0.0 0.0 -0.0343
H -0.152 5.476 0.004 0.0 0.1 0.1 0.1266
H -1.628 5.114 -0.883 -0.1 0.0 0.0 0.1157
H -1.737 4.118 1.497 -0.2 -0.1 0.0 0.1367
H -2.195 1.907 3.580 0.1 -0.1 0.0 0.1153
H -0.599 -0.133 4.089 0.0 0.1 -0.1 0.1088
H 1.235 0.851 2.435 0.1 0.0 0.1 0.0979
H -1.654 5.055 -3.190 0.1 0.0 0.0 0.1013
H -0.473 5.359 -5.345 0.0 0.0 0.0 0.1055
H 1.997 5.496 -5.387 0.0 0.0 0.1 0.1059
H 3.274 5.302 -3.273 -0.1 0.0 0.0 0.1045
H 2.090 4.934 -1.136 0.0 0.0 -0.1 0.1170
C -4.398 -1.023 2.155 -0.1 0.0 -0.1 -0.0603
N -4.906 -0.978 0.792 0.0 -0.1 0.0 0.0310
C -4.151 -0.543 -0.255 0.2 0.4 0.6 -0.5986
N -4.728 -0.616 -1.486 -0.4 -0.1 0.2 0.2018
O -3.031 -0.057 -0.061 -0.8 0.0 -0.4 -0.0896
H -4.239 -2.052 2.484 0.0 0.0 0.0 0.0860
H -5.094 -0.540 2.841 0.0 0.0 0.0 0.0851
H -3.448 -0.495 2.183 0.0 0.0 0.0 0.0594
H -5.779 -1.438 0.602 0.0 0.0 0.0 0.1329
H -5.596 -1.112 -1.601 0.1 0.0 0.0 0.1071
H -4.133 -0.578 -2.290 0.4 0.1 -0.3 0.0728
C -0.068 -6.630 -1.263 0.1 0.1 0.1 -0.0438
C 0.248 -5.343 -0.540 0.0 0.0 0.0 -0.2704
C -0.665 -4.302 -0.476 0.0 0.0 0.0 -0.0183
C -0.370 -3.110 0.187 -0.1 -0.1 0.2 -0.2793
C -1.430 -2.053 0.275 0.2 -0.6 -0.1 -0.0609
C 0.865 -2.942 0.812 0.0 0.0 -0.1 -0.3261
As 1.572 -1.231 1.503 0.0 -0.1 0.2 1.4064
N 0.836 0.440 -1.435 0.3 1.0 0.0 -0.1358
C 1.984 1.226 -1.783 0.2 -0.2 0.1 -0.3071
C 2.737 1.806 -0.765 0.0 0.0 0.0 -0.0492
C 3.911 2.480 -1.064 0.0 0.0 0.1 -0.0827
C 4.346 2.591 -2.378 0.1 0.0 0.0 -0.1023
C 3.575 2.051 -3.398 -0.1 -0.1 0.0 -0.0836
C 2.399 1.373 -3.105 0.0 0.0 -0.1 -0.0318
C 1.944 -1.663 3.390 -0.1 0.1 0.0 -0.3127
C 1.061 -2.368 4.227 0.0 0.0 0.0 -0.2721
C -0.234 -2.984 3.751 0.1 0.0 0.0 -0.0456
C 1.382 -2.510 5.577 0.0 0.0 0.0 -0.0128
C 2.536 -1.969 6.126 0.0 0.0 0.0 -0.2566
C 2.829 -2.083 7.601 0.0 0.0 -0.1 -0.0434
C 3.403 -1.287 5.279 0.0 0.0 0.1 -0.0116
C 3.129 -1.130 3.926 0.1 0.0 -0.1 -0.2854
C 4.141 -0.401 3.065 -0.1 -0.1 0.2 -0.0779
C 1.814 -3.986 0.746 0.0 0.0 0.0 -0.2882
C 3.196 -3.881 1.353 -0.2 0.0 -0.1 -0.0577
C 1.480 -5.162 0.084 0.0 0.0 0.0 -0.0192
H -1.020 -6.563 -1.791 0.0 0.0 0.0 0.0748
H -0.126 -7.466 -0.564 0.0 0.0 0.0 0.0854
H 0.711 -6.870 -1.991 0.0 0.0 0.0 0.0798
H -1.638 -4.411 -0.951 0.1 0.0 0.0 0.1222
H -2.151 -2.139 -0.540 0.2 -0.1 0.1 0.0826
H -1.011 -1.056 0.264 0.1 0.1 0.0 0.0206
H -1.985 -2.143 1.212 0.0 0.0 0.0 0.0811
H 2.400 1.694 0.255 0.0 0.0 0.1 0.0855
H 4.501 2.909 -0.261 0.0 0.0 0.0 0.1084
H 5.278 3.095 -2.606 -0.1 0.0 0.0 0.1067
H 3.886 2.161 -4.429 0.0 0.0 0.0 0.1090
H 1.801 0.949 -3.906 0.1 0.0 0.0 0.1162
H -0.799 -2.299 3.115 0.0 0.0 0.0 0.0465
H -0.859 -3.250 4.606 0.0 0.0 -0.1 0.0826
H -0.053 -3.892 3.172 0.0 0.0 0.0 0.0871
H 0.699 -3.062 6.219 0.1 0.1 -0.1 0.1174
H 2.218 -2.855 8.068 0.0 0.0 0.0 0.0761
H 2.616 -1.137 8.103 0.0 0.0 0.0 0.0864
H 3.881 -2.317 7.778 -0.1 0.0 0.0 0.0821
H 4.320 -0.868 5.687 -0.1 0.0 -0.1 0.1211
H 5.019 -0.133 3.651 0.0 0.0 0.0 0.0786
H 3.729 0.516 2.640 0.0 0.0 0.0 0.0604
H 4.464 -1.024 2.232 0.0 0.0 -0.1 0.0581
H 3.712 -2.982 1.007 0.0 0.0 0.0 0.0556
H 3.800 -4.745 1.080 0.0 0.0 0.0 0.0808
H 3.152 -3.825 2.439 0.0 0.0 0.1 0.0792
H 2.213 -5.964 0.045 0.0 0.1 0.0 0.1220
```
Positions in Å, forces in eV/Å.

Orbital gap (spin up / spin down) (eV): 5.68 / 5.59
Charge: +1
Energy above the lowest of the compared OMol25 structures with the same formula, charge and spin (kJ/mol): 243.3
Calculated total energy (eV): -131400.91791
LUMO energy (spin up / spin down) (eV): -2.81 / -2.79